No. 1
C27H48BrMnN8O6P2S | ωB97M-V/def2-TZVPD

Properties
ΔE to the lowest compared entry with this formula, charge and spin	43.1	kcal per mole
gap between HOMO and LUMO (alpha / beta)	0.2193 / 0.2479	Eh

```
! RIJCOSX wB97M-V def2-TZVPD def2/J DEFGRID3
* xyz 2 5
Mn -0.192 0.561 0.626
C -1.019 -3.174 1.525
N -2.409 -2.673 1.449
C -3.190 -2.853 2.688
P -2.705 -1.427 0.452
O -1.447 -0.758 -0.082
O -3.569 -0.349 1.292
P -2.887 0.766 2.253
O -1.387 0.563 2.180
N -3.448 0.424 3.719
C -2.794 1.118 4.855
C -4.823 -0.019 3.991
N -3.332 2.223 1.712
C -4.767 2.553 1.736
C -2.602 2.888 0.626
N -3.614 -1.902 -0.786
C -3.808 -0.990 -1.927
C -4.726 -2.841 -0.565
H -1.005 -4.004 2.227
H -0.319 -2.416 1.877
H -0.688 -3.547 0.558
H -3.220 -3.915 2.924
H -4.213 -2.513 2.550
H -2.747 -2.312 3.526
H -1.773 1.394 4.601
H -2.765 0.437 5.703
H -3.350 2.014 5.135
H -5.293 -0.408 3.091
H -5.425 0.801 4.383
H -4.799 -0.811 4.739
H -5.248 2.122 2.610
H -5.273 2.193 0.837
H -4.877 3.634 1.794
H -1.530 2.749 0.735
H -2.775 3.960 0.698
H -2.940 2.550 -0.359
H -2.930 -0.363 -2.065
H -4.689 -0.358 -1.786
H -3.951 -1.587 -2.826
H -4.470 -3.551 0.219
H -4.898 -3.397 -1.484
H -5.645 -2.314 -0.297
Br 5.460 5.885 -1.581
C 4.231 4.948 -0.509
C 3.201 4.247 -1.117
C 2.312 3.538 -0.327
C 2.449 3.536 1.056
C 3.473 4.260 1.651
C 4.371 4.969 0.870
C 1.564 2.730 1.931
O 1.598 2.726 3.122
O 0.639 1.971 1.260
H 3.105 4.262 -2.195
H 1.512 2.973 -0.783
H 3.563 4.260 2.730
H 5.174 5.530 1.326
N 3.974 -1.304 2.823
C 3.836 -1.223 1.490
S 2.905 0.021 0.809
N 4.464 -2.179 0.785
C 4.494 -2.382 -0.630
C 4.606 -1.340 -1.540
C 4.631 -1.629 -2.899
C 4.560 -2.940 -3.352
C 4.479 -3.977 -2.432
C 4.445 -3.698 -1.073
H 3.591 -0.554 3.373
H 4.627 -1.932 3.263
H 4.937 -2.897 1.314
H 4.694 -0.320 -1.196
H 4.745 -0.815 -3.606
H 4.603 -3.157 -4.412
H 4.448 -5.006 -2.767
H 4.384 -4.508 -0.354
C 0.981 -2.085 -1.535
N 0.801 -1.087 -2.583
C 0.509 -1.667 -3.897
C 0.679 0.213 -2.319
O 0.530 0.660 -1.129
N 0.721 1.116 -3.320
C 1.674 1.010 -4.431
C 0.205 2.466 -3.111
H 1.754 -2.785 -1.848
H 0.045 -2.627 -1.383
H 1.305 -1.619 -0.613
H -0.122 -2.542 -3.740
H 1.419 -1.989 -4.402
H -0.032 -0.965 -4.522
H 2.308 0.137 -4.315
H 2.317 1.892 -4.415
H 1.165 0.971 -5.393
H -0.558 2.467 -2.341
H -0.233 2.815 -4.045
H 1.001 3.155 -2.821
*
```

***

No. 2
C27H48F8N5O7S | ωB97M-V/def2-TZVPD

Properties
ΔE to the lowest compared entry with this formula, charge and spin	186.5	kcal per mole
gap between HOMO and LUMO	0.2997	Eh

```
! RIJCOSX wB97M-V def2-TZVPD def2/J DEFGRID3
* xyz 1 1
C -4.232 3.660 -0.208
C -2.818 3.199 -0.963
S -3.071 2.768 -2.790
C -1.477 1.908 -3.406
N -0.660 1.652 -2.179
C -0.038 0.323 -1.908
N -0.435 -0.982 -1.973
C -1.827 -1.303 -2.456
C -3.044 -0.568 -1.632
C -4.046 -1.768 -1.035
N -5.359 -1.241 -0.503
C 0.440 -2.192 -1.581
C 0.400 -2.513 0.038
O -0.937 -2.826 0.565
C -1.421 -1.810 1.513
C -0.901 -2.041 3.073
F 0.568 -2.176 3.204
F -1.530 -3.347 3.498
C -1.555 -0.895 4.061
F -2.657 -0.113 3.449
F -2.145 -1.529 5.299
C -0.449 0.219 4.605
F -1.265 1.252 5.338
F 0.480 -0.393 5.585
C 0.339 1.002 3.397
F 0.009 2.461 3.425
F 1.816 0.887 3.497
N 1.389 0.507 -1.347
C 1.313 1.976 -0.881
C 0.587 2.559 -2.272
C 1.651 2.281 -3.506
C 3.222 2.541 -3.128
C 4.247 1.234 -3.329
N 3.780 3.718 -2.692
H -4.091 4.753 0.212
H -5.173 3.521 -0.890
H -4.422 2.978 0.754
H -2.014 4.071 -0.845
H -2.426 2.275 -0.320
H -1.012 2.707 -4.163
H -1.745 0.977 -4.060
H -2.002 -2.476 -2.309
H -1.892 -1.152 -3.639
H -2.692 0.162 -0.781
H -3.713 -0.024 -2.458
H -3.481 -2.507 -0.311
H -4.318 -2.422 -1.996
H -5.378 -0.205 -0.728
H -6.115 -1.636 -1.141
H 1.554 -2.050 -1.983
H 0.056 -3.186 -2.116
H 0.849 -1.668 0.712
H 1.111 -3.460 0.190
H -1.166 -0.739 1.117
H -2.610 -1.860 1.579
H 0.036 0.615 2.334
H 1.557 0.067 -0.401
H 0.439 2.044 -0.106
H 2.290 2.493 -0.506
H 0.236 3.667 -2.068
H 1.373 3.084 -4.345
H 1.534 1.236 -4.020
H 4.809 1.267 -4.366
H 4.964 1.072 -2.418
H 3.550 0.267 -3.383
H 2.994 4.423 -2.658
C -1.731 -6.273 2.104
C -0.833 -6.249 0.879
O -0.956 -7.470 0.138
C -2.047 -7.563 -0.664
O -2.906 -6.706 -0.807
O -2.029 -8.781 -1.259
C -3.170 -9.041 -2.073
H -1.538 -7.167 2.706
H -1.566 -5.386 2.722
H -2.787 -6.303 1.819
H 0.212 -6.174 1.197
H -1.040 -5.382 0.242
H -3.329 -8.241 -2.802
H -4.055 -9.172 -1.443
H -2.992 -9.972 -2.619
C 4.793 4.675 4.319
C 5.356 6.027 3.914
O 6.056 5.930 2.667
C 5.277 5.922 1.556
O 4.058 5.997 1.534
O 6.087 5.791 0.476
C 5.386 5.689 -0.760
H 5.580 3.915 4.321
H 4.344 4.725 5.315
H 4.028 4.338 3.613
H 6.083 6.356 4.664
H 4.574 6.793 3.867
H 4.679 6.514 -0.887
H 4.870 4.725 -0.817
H 6.118 5.737 -1.571
*
```

***

No. 3
C27H48N3O4 | ωB97M-V/def2-TZVPD

Properties
gap between HOMO and LUMO (alpha / beta)	0.1931 / 0.2127	Eh

```
! RIJCOSX wB97M-V def2-TZVPD def2/J DEFGRID3
* xyz 1 3
C 4.993 -1.990 1.947
C 4.380 -0.902 0.855
C 3.286 0.093 1.633
O 2.466 0.833 0.660
C 1.123 1.138 1.176
O 0.689 2.407 1.417
C 0.105 -0.163 1.409
C 0.284 -1.471 0.396
C -0.735 -2.754 0.719
N -1.726 -2.687 1.879
C -1.924 -1.507 2.804
C -0.992 -0.137 2.627
H 4.227 -2.305 2.775
H 5.401 -2.919 1.343
H 5.911 -1.460 2.466
H 5.245 -0.205 0.479
H 3.832 -1.502 0.006
H 2.690 -0.599 2.364
H 3.872 0.883 2.298
H 1.092 -1.504 -0.482
H -0.618 -3.709 0.029
H -2.320 -3.542 2.043
H -2.697 -1.505 3.699
H -1.063 0.809 3.313
C 1.508 -3.559 -6.583
C 1.561 -2.906 -5.173
C 2.780 -1.947 -5.080
C 4.118 -2.667 -4.943
C 4.085 -3.677 -3.801
C 2.898 -4.670 -3.899
N 1.584 -3.981 -4.124
O 1.196 -3.396 -2.905
C 3.167 -5.689 -5.039
C 2.895 -5.563 -2.614
C 0.263 -2.033 -5.118
H 0.969 -4.514 -6.563
H 0.982 -2.926 -7.308
H 2.498 -3.728 -7.013
H 2.662 -1.280 -4.215
H 2.815 -1.295 -5.962
H 4.384 -3.163 -5.883
H 4.909 -1.932 -4.755
H 5.036 -4.224 -3.781
H 4.035 -3.125 -2.852
H 2.303 -6.345 -5.194
H 4.022 -6.332 -4.797
H 3.419 -5.226 -5.992
H 2.836 -4.976 -1.692
H 3.818 -6.151 -2.542
H 2.056 -6.269 -2.628
H -0.636 -2.660 -5.178
H 0.228 -1.328 -5.958
H 0.199 -1.425 -4.211
C -4.619 5.966 4.761
C -5.022 4.840 3.766
C -4.793 3.449 4.420
C -3.325 3.041 4.495
C -2.651 3.160 3.132
C -2.833 4.556 2.482
N -4.262 5.012 2.482
O -4.940 4.287 1.484
C -1.944 5.592 3.220
C -2.216 4.514 1.044
C -6.565 5.034 3.588
H -4.357 6.891 4.234
H -5.440 6.223 5.441
H -3.785 5.685 5.408
H -5.332 2.679 3.852
H -5.219 3.434 5.431
H -2.796 3.649 5.236
H -3.253 2.005 4.846
H -1.583 2.930 3.241
H -3.061 2.382 2.474
H -2.123 6.606 2.842
H -0.879 5.375 3.069
H -2.083 5.602 4.300
H -2.657 3.732 0.418
H -1.141 4.302 1.084
H -2.342 5.477 0.533
H -6.789 6.005 3.126
H -7.078 5.007 4.558
H -7.025 4.250 2.981
*
```

***

No. 4
C27H49Ba2N6O | ωB97M-V/def2-TZVPD

Properties
gap between HOMO and LUMO (alpha / beta)	0.2256 / 0.1013	Eh

```
! RIJCOSX wB97M-V def2-TZVPD def2/J DEFGRID3
* xyz 4 2
Ba 4.893 3.032 1.470
Ba 1.504 3.371 4.109
C 0.721 2.447 0.016
C 1.350 1.285 0.832
C 1.780 0.032 -0.012
O 2.303 1.878 1.747
H 1.363 2.922 -0.727
H 0.341 3.146 0.761
H -0.126 2.121 -0.589
H 0.490 0.935 1.403
H 2.785 0.119 -0.425
H 0.937 -0.174 -0.671
H 1.837 -0.882 0.579
C 3.196 4.272 -4.383
C 2.316 3.630 -3.234
C 2.848 2.220 -2.837
C 4.033 2.240 -2.031
N 4.926 2.203 -1.365
H 2.555 4.673 -5.168
H 3.632 3.539 -5.062
H 3.812 4.986 -3.837
H 1.314 3.492 -3.640
H 2.079 4.328 -2.431
H 3.064 1.634 -3.730
H 2.112 1.616 -2.307
C -1.276 -0.023 -5.551
C -1.664 -0.900 -4.330
C -1.327 -0.284 -2.951
C -1.796 -1.073 -1.762
N -2.195 -1.664 -0.853
H -1.858 0.886 -5.700
H -1.451 -0.583 -6.469
H -0.217 0.214 -5.662
H -1.105 -1.828 -4.450
H -2.737 -1.065 -4.427
H -1.688 0.743 -2.896
H -0.246 -0.147 -2.923
C -4.943 3.825 -1.693
C -4.058 3.366 -0.578
C -2.642 4.015 -0.854
C -2.008 3.629 -2.172
N -1.536 3.301 -3.222
H -5.977 3.484 -1.638
H -4.407 3.330 -2.502
H -5.015 4.899 -1.866
H -3.775 2.318 -0.668
H -4.418 3.682 0.401
H -1.915 3.738 -0.091
H -2.708 5.101 -0.923
C -1.627 -6.440 0.645
C -1.329 -5.004 0.096
C 0.026 -4.384 0.485
C 0.239 -4.507 1.991
N 0.372 -4.590 3.065
H -0.979 -7.278 0.386
H -2.559 -6.692 0.138
H -1.631 -6.471 1.734
H -2.032 -4.311 0.558
H -1.133 -4.993 -0.977
H 0.134 -3.324 0.255
H 0.850 -4.920 0.015
C 2.801 -1.745 2.905
C 3.278 -3.204 2.726
C 4.820 -3.355 2.901
C 5.275 -3.007 4.266
N 5.739 -2.621 5.280
H 1.759 -1.584 2.631
H 3.414 -1.144 2.233
H 3.168 -1.308 3.834
H 3.072 -3.601 1.733
H 2.700 -3.810 3.424
H 5.399 -2.797 2.165
H 5.132 -4.397 2.825
C -3.437 -0.641 5.308
C -3.091 -0.838 3.798
C -2.184 0.224 3.211
C -1.120 0.768 3.967
N -0.279 1.207 4.629
H -2.635 -0.782 6.034
H -4.318 -1.271 5.431
H -3.802 0.372 5.480
H -3.976 -0.945 3.171
H -2.594 -1.797 3.653
H -2.711 1.174 3.111
H -1.845 -0.010 2.202
*
```